Entry 1:
C36H56BBrGeN9O3PbSi3 as an isolated structure in a non-equilibrium geometry, computed with the ωB97M-V functional and the def2-TZVPD basis.

```
111
Properties=species:S:1:pos:R:3:forces:R:3
Pb 0.0879 0.3216 0.2514 0.2 -0.9 0.4
C -2.0001 0.2463 4.3336 0.0 0.1 0.0
C -1.5224 -0.3502 3.1648 -0.1 0.0 0.1
N -1.1309 0.5837 2.3045 0.1 0.0 0.1
N -1.3304 1.7815 2.8875 -0.2 0.2 0.2
C -1.8533 1.6023 4.1113 0.0 -0.1 0.0
B -0.8821 3.1242 2.2722 0.1 -0.3 -0.2
N -1.4706 3.3282 0.8617 -0.3 0.2 0.1
C -1.9310 4.4746 0.3321 0.0 0.0 -0.1
C -2.1433 4.2748 -1.0176 -0.1 0.0 0.0
C -1.7780 2.9410 -1.2273 0.0 0.1 0.1
N -1.3778 2.3848 -0.0894 -0.1 0.2 -0.1
N 0.6534 3.0917 2.1033 0.1 0.3 0.1
C 1.5775 3.8893 2.6597 0.1 -0.1 -0.1
C 2.8189 3.5215 2.1738 0.0 0.0 0.0
C 2.5504 2.4623 1.3041 0.0 0.0 0.1
N 1.2449 2.2246 1.2629 0.1 -0.1 0.1
H -2.3943 -0.2356 5.2107 0.0 0.0 0.0
H -1.4488 -1.3905 2.8922 0.0 0.1 0.0
H -2.0838 2.4454 4.7408 0.0 0.0 0.0
H -1.2073 4.0201 2.9928 0.0 0.1 0.1
H -2.0590 5.3522 0.9443 0.0 0.0 0.0
H -2.5210 4.9774 -1.7397 0.0 0.0 0.0
H -1.8037 2.3579 -2.1344 0.0 0.0 0.0
H 1.2924 4.6597 3.3566 0.0 0.0 0.0
H 3.7742 3.9520 2.4173 0.0 0.0 0.0
H 3.2301 1.8564 0.7284 0.0 0.0 0.0
O 3.2925 -0.8694 3.6939 -0.2 0.1 -0.2
C 3.5731 -2.1326 3.2937 0.2 -0.3 -0.1
C 4.2637 -2.9799 4.1640 0.0 0.0 0.0
C 4.6249 -4.2618 3.7951 0.0 0.1 0.0
C 4.3041 -4.7229 2.5302 0.0 -0.1 -0.1
C 3.5884 -3.9008 1.6755 0.0 0.0 0.0
C 3.1950 -2.6114 2.0241 -0.1 0.3 0.3
C 2.2506 -1.8612 1.0808 0.2 -0.1 -0.4
O 1.9372 -0.6134 1.3895 -0.2 0.1 -0.1
N 2.9096 -1.9641 -0.3312 0.2 -0.3 0.3
N 2.4201 -1.0888 -1.1904 -0.2 0.4 -0.3
C 3.0731 -0.6804 -2.2127 0.2 -0.4 0.3
C 2.5391 0.3517 -3.0781 -0.4 0.8 -0.1
Br 1.5597 1.7607 -2.1474 0.5 -0.2 -0.6
C 2.7033 0.5461 -4.3898 -0.2 0.1 0.3
C 3.2572 -0.3550 -5.3950 0.2 -0.2 -0.3
C 3.3964 0.1493 -6.6949 0.0 0.0 0.1
C 3.8251 -0.6537 -7.7358 0.0 0.0 0.0
C 4.1239 -1.9890 -7.5025 0.0 0.0 0.0
C 4.0159 -2.4984 -6.2171 0.0 -0.1 0.0
C 3.5886 -1.6948 -5.1729 0.0 0.0 0.0
H 3.5970 -0.7545 4.5990 0.0 0.0 0.0
H 4.5190 -2.6111 5.1528 0.0 0.0 0.0
H 5.1488 -4.8967 4.4979 0.0 0.0 0.0
H 4.5963 -5.7168 2.2170 0.0 0.0 0.0
H 3.3111 -4.2784 0.6963 -0.1 0.0 0.0
H 1.3720 -2.5273 0.9675 -0.1 0.0 0.1
H 3.9232 -2.0702 -0.3298 0.0 0.1 0.0
H 4.0856 -1.0352 -2.4299 0.0 0.0 0.1
H 2.3254 1.4780 -4.7939 0.0 0.0 0.0
H 3.1553 1.1889 -6.8815 0.0 0.0 0.0
H 3.9235 -0.2383 -8.7303 0.0 0.0 0.0
H 4.4324 -2.6287 -8.3189 0.0 0.0 0.0
H 4.2659 -3.5351 -6.0301 0.0 0.0 0.0
H 3.4955 -2.1223 -4.1831 0.0 0.0 -0.1
C -0.8466 -4.6998 1.1891 0.1 0.0 0.1
C -1.3041 -3.4548 0.4528 -0.1 0.2 -0.1
N 0.4488 -3.2334 -1.7864 -0.4 -0.2 -0.1
O -1.0171 -2.3597 0.9385 0.2 -0.1 0.1
H -0.5915 -5.4974 0.4891 0.0 -0.1 0.0
H -1.6889 -5.0574 1.7869 0.0 0.0 0.0
H -0.0085 -4.4897 1.8588 0.0 0.0 0.0
H 1.2588 -3.3376 -2.3920 0.1 0.1 0.0
H 0.0779 -2.2774 -1.8780 0.2 0.1 0.0
C -1.5582 1.0577 -4.5776 -0.1 0.0 0.4
Si -1.9141 -0.7288 -4.0392 0.4 0.0 -0.4
C -3.3876 -1.2586 -5.1121 0.0 -0.1 0.3
C -0.3577 -1.6555 -4.6607 -0.3 0.0 0.2
Ge -2.2585 -1.1537 -1.6493 -0.9 -0.1 -0.7
Si -4.4135 -0.2123 -1.0501 -0.6 0.0 0.3
C -4.6534 -0.3142 0.8254 0.2 -0.1 -0.2
C -5.7105 -1.3267 -1.8856 0.3 0.0 0.0
C -4.9002 1.5589 -1.5278 0.4 -0.1 -0.1
Si -2.4604 -3.5792 -1.1799 0.4 0.2 0.1
C -3.8760 -3.8971 0.1426 -0.1 0.1 -0.1
C -3.4139 -4.4280 -2.6316 0.0 0.2 0.0
C -0.6765 -4.1846 -2.1093 -0.4 -0.1 0.0
H -1.2776 1.0749 -5.6338 0.0 -0.1 0.0
H -0.7363 1.5048 -4.0150 0.0 0.0 0.0
H -2.4352 1.7003 -4.4601 0.0 0.0 0.0
H -3.1607 -1.1478 -6.1752 0.1 0.0 0.0
H -4.2533 -0.6301 -4.8890 0.0 0.0 0.0
H -3.6815 -2.2949 -4.9333 0.0 0.0 0.0
H -0.1233 -1.3607 -5.6865 -0.1 0.0 0.0
H -0.4864 -2.7404 -4.6594 0.0 0.0 0.0
H 0.5162 -1.3978 -4.0554 0.0 0.0 0.0
H -4.6242 -1.3469 1.1775 0.0 0.0 0.0
H -5.6110 0.1166 1.1278 0.0 0.0 -0.1
H -3.8610 0.2338 1.3415 0.0 0.0 0.0
H -5.6030 -2.3665 -1.5742 0.0 0.1 -0.1
H -5.6070 -1.2970 -2.9729 0.0 0.0 0.0
H -6.7211 -0.9988 -1.6303 0.0 0.1 0.0
H -4.4513 2.2767 -0.8422 0.1 0.1 0.0
H -5.9848 1.6761 -1.4701 0.0 -0.1 0.0
H -4.5914 1.8283 -2.5408 0.0 0.0 0.0
H -4.8757 -3.6230 -0.2034 0.0 -0.1 0.0
H -3.6866 -3.3432 1.0670 0.0 0.0 0.0
H -3.9132 -4.9601 0.4099 0.0 0.0 -0.1
H -4.4729 -4.1608 -2.6231 0.0 0.0 0.0
H -3.3525 -5.5183 -2.5360 0.0 0.0 0.0
H -3.0108 -4.1648 -3.6132 0.0 0.0 0.0
H 0.7632 -3.3062 -0.8182 0.1 0.0 0.0
H -0.7910 -4.1804 -3.1909 0.1 0.1 0.0
H -0.3633 -5.1911 -1.8238 0.1 0.0 0.1
```
Forces are in eV/Å.

Properties
LUMO energy (alpha / beta)   -0.271 / -0.804 eV
⟨S²⟩   0.755
2S+1   2
HOMO (alpha / beta)   -6.5 / -7.2 eV

Löwdin population analysis, charges in e, atoms 1 to 6: Pb 1.196; C -0.047; C -0.135; N -0.059; N -0.023; C -0.072


Entry 2:
C36H57AsBCsF6N8OS4SbSi2 as an isolated structure, computed with the ωB97M-V functional and the def2-TZVPD basis.

```
118
Properties=species:S:1:pos:R:3:forces:R:3
Cs 0.7969 1.3012 -0.7647 -0.5 -0.3 0.1
C 3.7275 3.6146 3.8149 0.0 0.0 0.0
C 4.4558 2.2836 3.6240 0.0 -0.1 0.0
C 5.7423 2.2441 4.4570 0.0 0.0 0.0
C 4.8558 2.1387 2.1587 0.0 0.0 0.0
N 3.5531 1.2079 4.1336 0.1 0.1 0.0
C 3.2811 1.1340 5.4971 -0.1 -0.1 0.0
C 2.3360 0.1972 5.6685 0.1 0.1 0.1
N 2.0065 -0.3123 4.4375 0.0 -0.1 -0.1
B 0.8353 -1.3185 4.2551 -0.1 0.1 0.1
N 1.3880 -2.5317 3.3959 0.0 0.0 0.0
C 2.5238 -3.2035 3.7813 0.1 0.0 0.0
C 3.0064 -3.8667 2.7126 0.0 0.0 0.1
N 2.1429 -3.6236 1.6537 0.0 0.0 0.0
C 1.1761 -2.7915 2.1059 -0.2 0.0 -0.2
S -0.1587 -2.1658 1.1545 0.0 0.0 -0.1
C 2.3390 -4.0968 0.2514 0.0 0.1 0.0
C 3.6388 -4.8920 0.1896 0.0 0.0 0.0
C 1.1807 -5.0122 -0.1461 0.0 0.0 0.0
C 2.4591 -2.8992 -0.6937 0.0 -0.1 0.1
N -0.3813 -0.7770 3.5109 0.1 0.0 0.1
C -1.1160 -1.6357 2.6473 0.1 -0.2 0.0
C -2.3252 -0.8387 2.1548 0.0 0.0 0.1
N -2.0750 0.4807 2.7942 0.0 0.1 -0.1
C -1.0273 0.4154 3.6524 0.2 -0.1 0.0
S -0.5426 1.5418 4.8113 0.0 0.0 0.0
C -3.0984 1.5700 2.7796 0.0 0.0 0.0
C -4.0452 1.3608 1.5991 0.0 0.0 0.0
C -2.4494 2.9398 2.5761 0.0 0.0 0.0
C -3.9054 1.5116 4.0790 0.0 0.0 0.0
C 2.7561 0.3070 3.4850 -0.1 0.0 0.0
S 2.6982 -0.0789 1.8341 0.1 0.0 0.0
H 4.3588 4.4322 3.4634 0.0 0.0 0.0
H 3.4789 3.7881 4.8633 0.0 0.0 0.0
H 2.8007 3.6198 3.2408 0.0 0.0 0.0
H 6.4378 2.9866 4.0652 0.0 0.0 0.0
H 6.2084 1.2603 4.3818 0.0 0.0 0.0
H 5.5715 2.4695 5.5095 0.0 0.0 0.0
H 5.5669 2.9385 1.9399 0.0 0.0 0.0
H 4.0144 2.2351 1.4821 0.0 0.0 0.0
H 5.3326 1.1809 1.9596 0.0 0.0 0.0
H 3.7487 1.7775 6.2165 0.0 0.0 0.0
H 1.8223 -0.1191 6.5573 0.0 0.0 0.0
H 0.5837 -1.7584 5.3629 0.0 0.0 0.0
H 2.9117 -3.1177 4.7806 0.0 0.0 0.0
H 3.8789 -4.4832 2.6201 0.0 0.0 0.0
H 3.6116 -5.7672 0.8419 0.0 0.0 0.0
H 4.4993 -4.2727 0.4458 0.0 0.0 0.0
H 3.7667 -5.2387 -0.8352 0.0 0.0 0.0
H 1.1343 -5.8757 0.5217 0.0 0.0 0.0
H 1.3378 -5.3645 -1.1669 0.0 0.0 0.0
H 0.2264 -4.4918 -0.1099 0.0 0.0 0.0
H 3.2211 -2.2038 -0.3383 0.0 0.0 0.0
H 1.5178 -2.3608 -0.7853 0.0 0.0 0.0
H 2.7326 -3.2519 -1.6897 0.0 0.0 0.2
H -1.3907 -2.5703 3.1424 0.0 0.0 0.0
H -3.2613 -1.2590 2.5429 0.0 0.0 0.0
H -3.5075 1.4224 0.6530 0.0 0.0 0.0
H -4.7854 2.1628 1.6329 0.0 0.0 0.0
H -4.5590 0.4017 1.6253 0.0 0.0 0.0
H -1.8342 2.9327 1.6768 0.0 0.0 0.0
H -1.8419 3.2449 3.4208 0.0 0.0 0.0
H -3.2402 3.6782 2.4255 0.0 0.0 0.0
H -4.4060 0.5430 4.1702 0.0 0.0 0.0
H -4.6702 2.2914 4.0635 0.0 0.0 0.0
H -3.2624 1.6647 4.9442 0.0 0.0 0.0
S -1.6007 6.2778 0.0676 0.0 0.1 0.0
C -1.2414 4.7088 -0.2790 0.0 -0.1 -0.1
N -1.0083 3.5919 -0.5379 0.0 0.2 0.0
O -3.5250 -1.1277 0.2225 0.1 -0.3 -0.1
N -2.3352 -0.9172 0.6945 0.0 0.3 0.1
F 3.4051 2.1609 -1.1910 0.4 0.1 0.1
Sb 4.6065 2.2298 -2.6671 0.2 0.0 -0.2
F 5.6720 3.5436 -1.8345 0.0 0.1 0.1
F 5.7025 0.8976 -1.9034 0.0 -0.1 0.1
F 5.6921 2.2439 -4.2165 0.1 0.0 0.0
F 3.5497 0.8692 -3.4662 -0.1 -0.1 0.0
F 3.5113 3.5538 -3.4332 -0.1 0.1 -0.1
C -4.9667 3.2843 -3.9953 0.0 0.0 0.0
Si -3.2497 2.5333 -4.1484 0.0 0.1 -0.1
C -1.9561 3.8352 -3.8462 0.1 0.0 0.1
C -3.0026 1.8477 -5.8746 0.0 -0.2 0.0
As -3.0636 0.9009 -2.4423 0.1 0.1 0.0
Si -4.7885 -0.6345 -2.9317 -0.1 -0.2 0.0
C -6.1542 -0.1614 -1.7461 0.0 0.1 0.1
C -4.1581 -2.3561 -2.6084 0.2 0.0 0.0
C -5.4156 -0.5941 -4.7059 0.0 0.1 -0.1
H -5.0562 4.1749 -4.6221 0.0 0.0 0.0
H -5.1572 3.5822 -2.9618 0.0 0.0 0.0
H -5.7398 2.5737 -4.2952 0.0 0.0 0.0
H -1.9690 4.6003 -4.6266 0.0 0.0 0.0
H -0.9590 3.3880 -3.8305 0.0 0.0 0.0
H -2.0982 4.3129 -2.8755 0.0 0.0 0.0
H -3.0601 2.6394 -6.6262 0.0 0.0 0.0
H -3.7507 1.0902 -6.1096 0.0 0.0 -0.1
H -2.0180 1.3805 -5.9458 0.0 0.0 0.0
H -5.8018 -0.3959 -0.7379 0.0 0.0 0.0
H -7.0961 -0.6835 -1.9282 0.0 0.0 0.0
H -6.3400 0.9156 -1.7931 -0.1 0.0 0.0
H -3.8306 -2.4030 -1.5668 0.0 0.0 0.0
H -3.2968 -2.5483 -3.2535 0.0 0.0 0.0
H -4.9161 -3.1191 -2.8048 -0.1 0.0 0.0
H -5.8208 0.3805 -4.9841 0.0 0.0 0.0
H -6.2011 -1.3427 -4.8433 0.0 0.0 0.0
H -4.6021 -0.8349 -5.3936 0.0 0.0 0.0
C -1.7219 -0.1219 -3.3060 0.1 -0.1 0.0
C -0.8487 -0.8867 -3.6507 0.2 0.1 0.1
C 0.2609 -1.7722 -3.8697 -0.2 0.0 0.0
C 0.0679 -3.1543 -3.9369 0.0 -0.1 0.1
C 1.1543 -4.0057 -4.0646 0.0 0.0 0.0
C 2.4448 -3.4920 -4.1321 -0.1 0.0 -0.2
C 2.6409 -2.1177 -4.0740 0.1 0.0 -0.1
C 1.5576 -1.2647 -3.9450 0.0 0.0 0.0
H -0.9360 -3.5530 -3.8658 0.0 0.0 0.0
H 0.9909 -5.0761 -4.1060 0.0 0.0 0.0
H 3.2916 -4.1609 -4.2286 0.0 0.0 0.0
H 3.6362 -1.6941 -4.1182 0.0 0.0 0.0
H 1.7223 -0.1986 -3.8962 0.0 0.0 0.0
```
Forces are in eV/Å.

Properties
LUMO energy (alpha / beta)   3.318 / 3.317 eV
⟨S²⟩   0.755
Net charge   -2
2S+1   2
HOMO (alpha / beta)   -2.0 / -2.6 eV

Löwdin population analysis, charges in e, atoms 1 to 6: Cs 0.746; C -0.021; C -0.541; C -0.048; C -0.087; N 0.002


The evaluated calculated total energy for the records listed, in turn: -7861.03635, -7211.64172 Eh.